Computed, not measured: a 2-piece molecular cluster, C4H5NO overall, with the ωB97M-V functional and the def2-TZVPD basis.

XYZ file:
```
11
Properties=species:S:1:pos:R:3:forces:R:3
H -2.2464 0.6967 0.2805 0.07 -0.10 -0.03
C -0.1158 1.0179 0.0189 -0.08 -0.30 0.04
H -1.9849 -0.9998 0.7742 0.08 0.12 -0.09
C -1.7698 -0.2487 0.0099 -0.31 -0.03 0.00
H -2.1398 -0.5554 -0.9685 0.07 0.07 0.12
O 0.4069 -1.3556 -0.4142 -0.24 0.41 0.12
C -0.1597 -0.3240 -0.1231 0.36 -0.12 -0.07
N 2.3857 1.0740 0.1878 0.37 -1.01 -0.37
C 2.7342 0.0416 -0.1964 -0.30 0.92 0.34
H -0.1760 1.4874 0.9979 0.02 -0.08 -0.10
H 3.0415 -0.9198 -0.5532 -0.04 0.13 0.05
```
Positions in Å, forces in eV/Å.

## Properties
- spin multiplicity = 1
- charge = 0
- relative energy (zero: lowest compared OMol25 entry of this formula, charge and spin) (eV) = 4.416
- DFT total energy (eV) = -7762.111
- molar mass (g mol⁻¹) = 83.09
- strongest force on any atom (eV/A) = 1.1
- frontier orbital gap (eV) = 9.8
- HOMO energy (Ha) = -0.3467